One molecule with the formula C5H6S3 at a distorted geometry, computed with ωB97M-V with the def2-TZVPD basis set.

XYZ file:
```
14
C5H6S3 | the OMol25 dataset | ωB97M-V with the def2-TZVPD basis set
C 0.932 -1.028 -0.398
C 1.054 -0.136 0.612
C 0.008 0.251 1.522
C -1.292 0.522 1.287
S -2.376 0.073 -0.129
C -1.691 0.989 -1.504
S -0.255 1.801 -1.470
S -2.426 0.531 -2.956
H 1.878 -1.239 -1.056
H 0.069 -1.679 -0.577
H 1.897 0.562 0.802
H 0.087 0.589 2.624
H -2.021 0.753 2.051
H -1.727 1.352 -3.802
```

The total energy comes out at -1388.58006 a.u. As for the SMILES: C=C/C=C\SC(=S)S. As for the HOMO-LUMO gap: 8.25 eV. The calculation puts the energy above the lowest of the compared OMol25 structures with the same formula, charge and spin at 60.07 kcal/mol.

Atom charges from the Löwdin analysis, given in e for atoms 1 to 8:
1. C -0.015
2. C -0.258
3. C -0.210
4. C -0.400
5. S 0.798
6. C -1.577
7. S 0.607
8. S 0.688


C18H28O14Rb as an isolated structure at a distorted geometry, computed with ωB97M-V with the def2-TZVPD basis set.

XYZ file:
```
61
C18H28O14Rb | the OMol25 dataset | ωB97M-V with the def2-TZVPD basis set
Rb 0.300 2.165 -5.566
O -2.135 -1.277 -1.868
C -1.326 -0.138 -1.566
C -0.798 0.989 -2.578
O -1.631 1.684 -3.436
H -0.540 -0.748 -1.122
H -1.806 0.246 -0.666
H -0.019 0.563 -3.210
H -0.341 1.698 -1.888
C 3.920 1.269 1.347
C 3.455 2.079 0.158
C 1.994 2.535 0.289
O 2.087 3.866 -0.038
C 3.352 4.264 0.129
O 3.721 5.446 0.184
O 4.158 3.259 0.181
H 3.250 0.442 1.581
H 3.688 1.864 2.231
H 4.976 0.997 1.347
H 3.673 1.650 -0.820
H 1.552 2.396 1.276
H 1.506 1.969 -0.504
C -1.115 -4.439 1.447
C -1.503 -3.000 1.163
C -2.478 -2.302 2.093
O -1.970 -0.998 2.198
C -0.636 -1.018 2.063
O 0.183 -0.103 2.283
O -0.350 -2.223 1.481
H -1.137 -4.812 2.471
H -0.070 -4.413 1.137
H -1.541 -5.089 0.682
H -1.647 -2.933 0.085
H -2.667 -2.700 3.091
H -3.533 -2.196 1.841
C -3.196 1.657 1.545
C -3.524 2.885 0.591
C -4.336 3.994 1.167
O -3.400 5.006 1.121
C -2.228 4.567 1.052
O -1.161 5.183 1.304
O -2.300 3.498 0.379
H -2.192 1.268 1.375
H -3.983 0.928 1.351
H -3.298 2.060 2.553
H -3.831 2.428 -0.350
H -4.720 3.807 2.170
H -5.208 4.187 0.543
C 2.983 -1.843 -2.059
C 1.856 -2.817 -1.721
C 1.684 -4.156 -2.473
O 2.052 -5.104 -1.501
C 2.019 -4.579 -0.249
O 2.159 -5.178 0.815
O 1.808 -3.250 -0.326
H 3.125 -1.072 -1.302
H 3.076 -1.402 -3.051
H 3.899 -2.431 -2.126
H 0.960 -2.232 -1.925
H 2.394 -4.121 -3.299
H 0.788 -4.276 -3.081
```

The total energy comes out at -1779.91276 a.u. As for the HOMO-LUMO gap (spin up / spin down): 5.86 / 5.85 eV. As for the spin multiplicity: 2. Its expectation value of S² is 0.754. The calculation puts the energy above the lowest of the compared OMol25 structures with the same formula, charge and spin at 0.00 kcal/mol.

Atom charges from the Löwdin analysis, given in e for atoms 1 to 8:
1. Rb 0.942
2. O -0.037
3. C -0.220
4. C -0.473
5. O -0.468
6. H 0.100
7. H 0.092
8. H 0.028


A 10-piece molecular cluster, C21H51FO11 overall, computed with ωB97M-V with the def2-TZVPD basis set.

XYZ file:
```
84
C21H51FO11 | the OMol25 dataset | ωB97M-V with the def2-TZVPD basis set
C -0.653 -4.526 0.576
C -0.310 -5.372 -0.661
C 0.680 -4.690 -1.606
C 0.182 -3.336 -2.137
C 0.464 -2.210 -1.182
C 1.672 -1.921 -0.688
C 1.796 -0.840 0.313
O 2.778 -0.140 0.435
C 0.594 -0.653 1.188
C 0.843 -0.304 2.620
C 1.283 -1.569 3.363
F -0.352 0.169 3.181
C -0.612 -0.861 0.659
C -0.675 -1.349 -0.734
O -1.578 -1.066 -1.498
H -1.500 -3.864 0.375
H -0.890 -5.135 1.446
H 0.195 -3.902 0.862
H 0.145 -6.309 -0.332
H -1.225 -5.634 -1.196
H 1.626 -4.574 -1.070
H 0.880 -5.349 -2.454
H 0.610 -3.113 -3.116
H -0.900 -3.398 -2.280
H 2.567 -2.460 -0.973
H 1.591 0.486 2.707
H 0.413 -2.069 3.786
H 2.038 -1.361 4.117
H 1.732 -2.266 2.650
H -1.528 -0.703 1.211
C -0.449 0.839 -4.636
O -1.166 1.357 -3.528
H -0.075 1.679 -5.217
H 0.400 0.232 -4.308
H -1.086 0.229 -5.286
H -1.482 0.601 -3.020
C 2.289 -4.911 4.236
O 1.209 -5.351 3.416
H 2.897 -4.246 3.626
H 1.928 -4.359 5.108
H 2.909 -5.744 4.574
H 0.662 -5.950 3.930
C 3.021 3.544 2.128
O 2.437 2.931 3.272
H 4.071 3.727 2.348
H 2.955 2.892 1.253
H 2.534 4.497 1.906
H 1.505 2.800 3.073
C -1.488 4.168 3.544
O -0.444 5.059 3.185
H -1.092 3.155 3.492
H -1.840 4.347 4.565
H -2.339 4.242 2.860
H -0.795 5.957 3.244
C -0.193 7.876 5.441
O -1.346 7.461 4.704
H 0.407 8.497 4.784
H -0.475 8.461 6.319
H 0.407 7.018 5.750
H -1.881 6.907 5.280
C 3.309 8.982 3.623
O 3.138 8.727 5.013
H 2.607 9.769 3.356
H 4.321 9.328 3.398
H 3.089 8.097 3.021
H 3.750 8.030 5.265
C -2.179 -1.756 -7.204
O -2.822 -2.117 -5.985
H -2.246 -2.606 -7.877
H -2.669 -0.901 -7.677
H -1.125 -1.521 -7.035
H -2.775 -1.357 -5.396
C -4.511 -0.070 -3.427
O -4.709 -0.314 -2.043
H -5.310 0.580 -3.775
H -3.559 0.436 -3.611
H -4.546 -1.005 -3.998
H -3.987 -0.885 -1.763
C -0.825 -5.292 -6.925
O -0.424 -5.076 -5.577
H -0.034 -5.845 -7.425
H -1.748 -5.876 -6.977
H -0.967 -4.342 -7.442
H -1.126 -4.577 -5.147
```

The total energy comes out at -1758.05886 a.u. As for the SMILES: CCCCC1=CC(=O)C([C@H](C)F)=CC1=O.CO.CO.CO.CO.CO.CO.CO.CO.CO. As for the HOMO-LUMO gap: 8.78 eV. The calculation puts the energy above the lowest of the compared OMol25 structures with the same formula, charge and spin at 5.28 kcal/mol.

Atom charges from the Löwdin analysis, given in e for atoms 1 to 8:
1. C -0.089
2. C -0.237
3. C -0.196
4. C -0.130
5. C -0.149
6. C 0.067
7. C -0.330
8. O 0.130


C21H15BaN6O2 as an isolated structure at a distorted geometry, computed with ωB97M-V with the def2-TZVPD basis set.

XYZ file:
```
45
C21H15BaN6O2 | the OMol25 dataset | ωB97M-V with the def2-TZVPD basis set
Ba -0.149 -1.604 -1.012
C -3.666 0.745 -3.483
C -4.001 1.898 -2.780
C -3.213 2.312 -1.730
C -2.078 1.557 -1.389
N -1.771 0.452 -2.069
C -2.543 0.047 -3.090
N -1.372 2.040 -0.288
C -0.249 1.646 0.213
N 0.676 0.707 -0.178
C 1.650 0.601 0.785
N 2.686 -0.165 0.934
C 3.192 -1.207 0.168
C 4.424 -1.726 0.609
C 4.995 -2.775 -0.072
C 4.350 -3.320 -1.181
C 3.144 -2.769 -1.555
N 2.594 -1.737 -0.899
C 1.375 1.613 1.849
C 2.050 1.920 3.014
C 1.514 2.922 3.815
C 0.338 3.580 3.454
C -0.335 3.253 2.282
C 0.214 2.261 1.493
H -4.260 0.389 -4.314
H -4.882 2.468 -3.049
H -3.442 3.191 -1.147
H -2.224 -0.863 -3.588
H 4.882 -1.284 1.482
H 5.941 -3.180 0.265
H 4.768 -4.149 -1.734
H 2.578 -3.139 -2.404
H 2.953 1.387 3.281
H 2.007 3.196 4.740
H -0.056 4.350 4.106
H -1.257 3.737 1.988
N -0.751 -3.870 -4.255
C -0.656 -3.229 -3.289
C -3.339 -1.191 1.168
O -2.767 -1.899 2.263
C -1.598 -2.633 2.056
O -1.201 -2.552 0.863
H -4.314 -0.837 1.503
H -3.469 -1.824 0.288
H -2.737 -0.318 0.889
```

The total charge is -1. The total energy comes out at -1313.88449 a.u. As for the HOMO-LUMO gap: 6.11 eV. The calculation puts the energy above the lowest of the compared OMol25 structures with the same formula, charge and spin at 3.94 kcal/mol.

Atom charges from the Löwdin analysis, given in e for atoms 1 to 8:
1. Ba 1.808
2. C -0.076
3. C -0.080
4. C -0.020
5. C -0.348
6. N -0.014
7. C -0.147
8. N 0.149